Entry 1:
Formula: C14H24BBrFO7P
Source: the Open Molecules 2025 dataset
Level of theory: the ωB97M-V functional and the def2-TZVPD basis

Results
- SMILES = CC(C)CCO[P@](=O)(OCCCBr)OOB(O)O.Fc1ccccc1
- orbital gap (eV) = 9.65
- LUMO energy (eV) = 0.2

Cartesian coordinates (Å):
1 C -3.36290 3.44031 0.57875
2 C -1.78490 3.33912 0.03456
3 C -0.88232 4.15532 1.13267
4 C -1.45528 1.73837 -0.08852
5 C 0.17849 1.39497 -0.12891
6 O 0.51669 0.91235 1.21947
7 P 1.89763 -0.14843 1.22048
8 O 1.86859 -1.25876 0.06614
9 O 1.99495 -0.84019 2.83462
10 C 2.07294 -2.30826 2.78960
11 C 0.66577 -3.07232 2.44063
12 C -0.67666 -2.13554 2.52298
13 Br -1.00536 -1.27753 4.30250
14 O 3.30768 0.88534 0.91151
15 O 3.90707 0.30503 -0.11725
16 B 4.60127 1.35867 -0.93627
17 O 4.97409 2.68673 -0.34371
18 O 4.93294 1.12491 -2.38578
19 H -3.58476 2.68659 1.45836
20 H -3.58593 4.51610 1.00171
21 H -4.08668 3.18432 -0.32133
22 H -1.77181 3.84107 -1.04595
23 H -1.60292 4.54798 1.99351
24 H -0.42209 5.13704 0.63317
25 H -0.04565 3.52697 1.65728
26 H -1.95944 1.18384 0.83756
27 H -1.90036 1.30176 -1.07935
28 H 0.76857 2.41671 -0.29316
29 H 0.42932 0.64039 -0.99837
30 H 2.39812 -2.66070 3.88214
31 H 2.91171 -2.68321 2.02730
32 H 0.47936 -4.05908 3.07839
33 H 0.75893 -3.44650 1.31169
34 H -0.68228 -1.39041 1.60661
35 H -1.60175 -2.86630 2.33327
36 H 4.24757 3.34599 -0.59444
37 H 4.27428 0.44018 -2.75844
38 F -0.66591 0.08998 -2.81507
39 C -1.02902 -1.19354 -2.69121
40 C -2.33145 -1.56914 -3.00145
41 C -2.70854 -2.90632 -2.87754
42 C -1.78093 -3.85206 -2.43384
43 C -0.47742 -3.46431 -2.12007
44 C -0.09764 -2.12915 -2.25477
45 H -3.04053 -0.81924 -3.33658
46 H -3.72222 -3.21150 -3.12504
47 H -2.07673 -4.89414 -2.33307
48 H 0.24164 -4.20147 -1.77099
49 H 0.91387 -1.81194 -2.02380

Atom charges from the Löwdin analysis, given in e for atoms 1 to 2: number 1, C, carries -0.135; number 2, C, carries -0.369

=====

Entry 2:
Formula: C7H7N3O3S
Source: the Open Molecules 2025 dataset
Level of theory: the ωB97M-V functional and the def2-TZVPD basis

Results
- SMILES = NOC(=S)N(c1ccccc1)[N+](=O)[O-]
- orbital gap (eV) = 8.87
- LUMO energy (eV) = -0.2

Cartesian coordinates (Å):
1 N -2.55971 -0.22564 -3.14568
2 O -1.31285 -0.96142 -3.24997
3 C -0.30259 -0.91509 -2.41923
4 S 0.92023 -1.98854 -2.40372
5 N -0.18013 0.24465 -1.57921
6 C 0.23086 0.14513 -0.22269
7 C -0.54433 -0.58493 0.68465
8 C 0.09258 -0.84832 1.87536
9 C 1.36906 -0.29707 2.17773
10 C 2.03871 0.52523 1.34568
11 C 1.47101 0.68970 0.05913
12 N -0.33330 1.51861 -2.10701
13 O -0.17350 2.41526 -1.34913
14 O -0.57585 1.58759 -3.29269
15 H -3.01095 -0.46060 -4.03056
16 H -2.32310 0.78768 -3.19513
17 H -1.44503 -0.85001 0.23061
18 H -0.51843 -1.49004 2.46785
19 H 1.92107 -0.45540 3.13200
20 H 2.91940 0.85199 1.81433
21 H 2.00751 1.18223 -0.81444

Atom charges from the Löwdin analysis, given in e for atoms 1 to 2: number 1, N, carries 0.106; number 2, O, carries -0.121

=====

Entry 3:
Formula: C5H13N2
Source: the Open Molecules 2025 dataset
Level of theory: the ωB97M-V functional and the def2-TZVPD basis

Results
- SMILES = C/[NH+]=C(/C)N(C)C
- orbital gap (eV) = 11.05
- LUMO energy (eV) = -3.0
- charge = +1

Cartesian coordinates (Å):
1 C 2.48680 0.48762 0.09498
2 N 1.39415 -0.46615 0.37219
3 C 0.04435 -0.50565 0.21921
4 C -0.41300 -1.94549 0.24050
5 N -0.79665 0.43427 -0.00033
6 C -2.17461 0.13356 -0.26486
7 C -0.38236 1.83106 -0.19503
8 H 2.20386 1.29462 -0.61914
9 H 3.25442 -0.17793 -0.30832
10 H 2.85127 1.13077 0.95355
11 H 1.74278 -1.46821 0.30064
12 H 0.33651 -2.67641 0.14429
13 H -0.92217 -2.22200 1.22170
14 H -1.19663 -2.24440 -0.45337
15 H -2.31948 -0.45973 -1.23567
16 H -2.53479 -0.57171 0.47954
17 H -2.76874 1.07742 -0.15006
18 H 0.22993 2.19652 0.56396
19 H 0.28484 1.85873 -1.17512
20 H -1.32050 2.29312 -0.18866

Atom charges from the Löwdin analysis, given in e for atoms 1 to 2: number 1, C, carries -0.043; number 2, N, carries 0.040

=====

Entry 4:
Formula: C2H2BrClF2
Source: the Open Molecules 2025 dataset
Level of theory: the ωB97M-V functional and the def2-TZVPD basis

Results
- orbital gap (eV) = 9.55
- LUMO energy (eV) = -0.5

Cartesian coordinates (Å):
1 C 2.31866 -0.92373 -0.60128
2 C -1.62849 0.27361 0.57477
3 F 3.22447 -0.98806 0.35612
4 F -2.08411 -0.89864 0.16118
5 Cl 2.76952 0.08245 -1.80548
6 Br -1.77313 1.58947 -0.93274
7 H -2.29437 0.65361 1.39691
8 H -0.53255 0.21130 0.85053

Atom charges from the Löwdin analysis, given in e for atoms 1 to 2: number 1, C, carries -0.603; number 2, C, carries -0.615

=====

Entry 5:
Formula: C42H105N7
Source: the Open Molecules 2025 dataset
Level of theory: the ωB97M-V functional and the def2-TZVPD basis

Results
- spin multiplicity = 2
- orbital gap (alpha / beta) (eV) = 1.71 / 8.16
- LUMO energy (alpha / beta) (eV) = 2.5 / 2.4
- charge = -1
- expectation value of S² = 0.751

Cartesian coordinates (Å):
1 C 23.64533 12.03515 -3.63086
2 C 22.15632 11.81343 -3.40658
3 N 21.25066 12.43617 -4.40985
4 C 21.53322 11.90858 -5.78287
5 C 20.39805 12.11938 -6.75519
6 C 21.21619 13.86577 -4.35015
7 C 20.85740 14.53453 -3.02287
8 H 24.28698 11.36173 -3.06263
9 H 23.88510 13.04752 -3.30570
10 H 24.04584 11.95095 -4.64111
11 H 21.86720 10.76272 -3.38410
12 H 21.82431 12.07815 -2.40269
13 H 22.52955 12.25655 -6.05552
14 H 21.69886 10.83532 -5.68912
15 H 20.44410 13.16098 -7.07305
16 H 20.47846 11.59391 -7.70678
17 H 19.38729 11.98721 -6.36919
18 H 20.47593 14.23087 -5.06207
19 H 22.11805 14.39624 -4.65570
20 H 20.55299 15.56031 -3.23074
21 H 21.69583 14.47344 -2.32903
22 H 19.99684 14.04214 -2.57001
23 C 16.58317 9.67653 -8.70718
24 C 15.35001 8.79887 -8.82701
25 N 14.71167 8.64747 -7.47593
26 C 13.35571 8.02683 -7.55366
27 C 12.45770 8.85485 -8.54363
28 C 15.59618 7.99516 -6.46712
29 C 16.08193 6.61804 -6.82639
30 H 16.40885 10.54659 -8.07417
31 H 16.82574 10.03113 -9.70893
32 H 17.42167 9.07881 -8.34976
33 H 14.74672 9.45943 -9.44976
34 H 15.52609 7.83053 -9.29542
35 H 13.58258 7.01448 -7.88796
36 H 12.87727 7.98722 -6.57508
37 H 11.40535 8.59326 -8.43300
38 H 12.52571 9.89542 -8.22632
39 H 12.68587 8.81807 -9.60884
40 H 15.04233 8.07882 -5.53204
41 H 16.48499 8.60552 -6.30727
42 H 16.88262 6.32333 -6.14805
43 H 16.59085 6.62654 -7.79025
44 H 15.33289 5.82626 -6.83855
45 C 22.91377 1.80199 -4.77362
46 C 22.34061 2.03258 -3.37445
47 N 20.97671 1.60920 -3.18101
48 C 20.08078 2.27231 -4.13788
49 C 19.92840 3.81869 -3.95573
50 C 20.54693 1.44660 -1.77296
51 C 19.38519 0.42910 -1.68298
52 H 22.87784 2.65369 -5.45289
53 H 22.49150 0.90293 -5.22249
54 H 23.99275 1.64853 -4.75464
55 H 22.94666 1.48159 -2.65528
56 H 22.47965 3.08317 -3.11948
57 H 20.36901 2.08342 -5.17198
58 H 19.09209 1.81422 -4.11048
59 H 19.44352 4.08510 -3.01657
60 H 20.85411 4.32454 -4.23011
61 H 19.19484 4.11841 -4.70416
62 H 20.62527 2.40063 -1.25163
63 H 21.31041 0.83022 -1.29830
64 H 19.59475 -0.35113 -2.41470
65 H 18.39171 0.83127 -1.88138
66 H 19.35009 -0.06401 -0.71153
67 C 19.18007 9.03597 -11.12822
68 C 18.25091 9.12155 -12.38283
69 N 18.33311 8.06294 -13.34829
70 C 19.53848 8.13885 -14.14374
71 C 19.80611 6.88251 -14.92727
72 C 17.18368 8.08920 -14.32119
73 C 15.79920 8.13581 -13.62928
74 H 19.33489 9.91669 -10.50494
75 H 20.17886 8.69642 -11.40249
76 H 18.78230 8.28980 -10.44039
77 H 17.27152 8.91799 -11.94987
78 H 18.21607 10.09601 -12.86999
79 H 20.31410 8.26448 -13.38828
80 H 19.61941 9.04598 -14.74260
81 H 20.83003 6.91784 -15.29935
82 H 19.13032 6.71307 -15.76556
83 H 19.64382 6.01929 -14.28183
84 H 17.31862 8.87852 -15.06068
85 H 17.08885 7.22105 -14.97344
86 H 15.81789 7.45779 -12.77602
87 H 15.52023 9.18006 -13.48850
88 H 14.99255 7.76808 -14.26347
89 C 24.24874 10.72862 -11.62513
90 C 25.38092 11.17149 -10.64253
91 N 26.47143 10.23341 -10.63077
92 C 27.68407 10.77197 -9.87960
93 C 28.94416 10.07274 -10.13352
94 C 26.25169 8.76692 -10.42430
95 C 25.45543 8.45151 -9.07601
96 H 23.40337 11.41657 -11.63875
97 H 23.96106 9.68899 -11.46860
98 H 24.73492 10.91818 -12.58211
99 H 25.82670 12.13143 -10.90310
100 H 24.90622 11.36696 -9.68099
101 H 27.84993 11.81723 -10.14038
102 H 27.56591 10.74882 -8.79627
103 H 29.24838 10.25050 -11.16501
104 H 29.71194 10.55326 -9.52713
105 H 28.95422 9.04462 -9.77162
106 H 27.11247 8.11706 -10.58187
107 H 25.79004 8.52987 -11.38284
108 H 25.90239 9.03538 -8.27139
109 H 25.35144 7.40509 -8.78914
110 H 24.46616 8.90815 -9.04545
111 C 23.71611 8.11088 -5.10771
112 C 23.26237 7.75115 -6.52140
113 N 22.16363 6.81917 -6.62222
114 C 20.88910 7.27438 -6.08031
115 C 20.04950 8.30294 -6.88881
116 C 22.09651 6.13157 -7.93062
117 C 21.36172 4.81463 -7.91213
118 H 22.85603 8.58331 -4.63322
119 H 24.55629 8.79699 -5.21484
120 H 23.81889 7.23711 -4.46425
121 H 23.09288 8.71233 -7.00665
122 H 24.09823 7.29076 -7.04816
123 H 20.35252 6.33338 -5.95910
124 H 20.95672 7.75906 -5.10634
125 H 20.67859 9.19081 -6.95228
126 H 19.80423 8.00605 -7.90853
127 H 19.22592 8.61918 -6.24864
128 H 23.05672 5.83873 -8.35531
129 H 21.52691 6.80437 -8.57172
130 H 21.61194 4.24469 -8.80692
131 H 20.28464 4.98177 -7.91993
132 H 21.58754 4.16568 -7.06597
133 C 19.89601 1.79554 -9.40809
134 C 20.26237 1.97919 -10.89997
135 N 20.38446 0.63496 -11.49177
136 C 19.04883 0.23890 -11.96842
137 C 18.84110 -1.20924 -11.59870
138 C 21.38660 0.62717 -12.59240
139 C 22.70001 0.33761 -11.95520
140 H 19.16219 1.00026 -9.27720
141 H 19.48554 2.70733 -8.97419
142 H 20.78614 1.57434 -8.81916
143 H 19.49608 2.60608 -11.35596
144 H 21.22124 2.48186 -11.02644
145 H 18.24052 0.81006 -11.51177
146 H 18.83808 0.35204 -13.03186
147 H 19.61719 -1.83661 -12.03708
148 H 18.91670 -1.37758 -10.52443
149 H 17.89586 -1.63703 -11.93282
150 H 21.42700 1.53277 -13.19768
151 H 21.14834 -0.20651 -13.25293
152 H 23.10965 1.06601 -11.25540
153 H 23.52705 0.12009 -12.63107
154 H 22.63764 -0.61458 -11.42837

Atom charges from the Löwdin analysis, given in e for atoms 1 to 2: number 1, C, carries -0.093; number 2, C, carries -0.245

=====

Entry 6:
Formula: C3H4BrNS
Source: the Open Molecules 2025 dataset
Level of theory: the ωB97M-V functional and the def2-TZVPD basis

Results
- orbital gap (eV) = 10.24
- LUMO energy (eV) = 0.6

Cartesian coordinates (Å):
1 C 1.07143 -0.34002 -0.68136
2 C 0.95396 0.99380 -0.83963
3 C 0.57517 -0.67641 0.59822
4 N 0.22462 0.29564 1.38705
5 S 0.30549 1.71431 0.63454
6 Br -3.57181 -0.03573 -0.11045
7 H 1.72057 -0.93898 -1.34510
8 H 1.37606 1.52090 -1.64497
9 H -3.14041 -0.88332 1.05069
10 H 0.48492 -1.65019 0.95099

Atom charges from the Löwdin analysis, given in e for atoms 1 to 2: number 1, C, carries -0.174; number 2, C, carries -0.366

=====

Entry 7:
Formula: C20H24N2O2S
Source: the Open Molecules 2025 dataset
Level of theory: the ωB97M-V functional and the def2-TZVPD basis

Results
- SMILES = COCCSc1ccccc1C(=O)N1CCN(c2ccccc2)CC1
- orbital gap (eV) = 8.47
- LUMO energy (eV) = 0.7

Cartesian coordinates (Å):
1 C -4.81602 -1.89779 1.12149
2 O -3.86053 -0.87799 1.02804
3 C -4.39308 0.40602 1.24136
4 C -3.28297 1.43003 1.08972
5 S -2.79311 1.63858 -0.65553
6 C -1.97730 0.07495 -0.93927
7 C -2.55760 -0.85120 -1.78950
8 C -1.93878 -2.06914 -2.00601
9 C -0.74488 -2.36356 -1.36857
10 C -0.15654 -1.43186 -0.53147
11 C -0.75744 -0.19659 -0.32899
12 C -0.08351 0.78405 0.58179
13 O -0.09493 0.65204 1.79266
14 N 0.52987 1.82536 -0.02774
15 C 0.72438 1.95121 -1.45023
16 C 2.10126 1.34613 -1.83102
17 N 2.96454 1.29578 -0.66840
18 C 3.20923 0.06969 -0.05483
19 C 3.25080 -0.08877 1.33200
20 C 3.53284 -1.31901 1.89528
21 C 3.78356 -2.42340 1.10086
22 C 3.76947 -2.27461 -0.27579
23 C 3.49602 -1.04813 -0.84700
24 C 2.85400 2.50218 0.11855
25 C 1.43960 2.65504 0.73209
26 H -5.61075 -1.76932 0.37489
27 H -5.27313 -1.92586 2.11884
28 H -4.28936 -2.83127 0.93529
29 H -5.20114 0.61043 0.51974
30 H -4.81737 0.47778 2.25749
31 H -2.40862 1.12713 1.66210
32 H -3.62286 2.41347 1.40986
33 H -3.49510 -0.61233 -2.26762
34 H -2.39595 -2.79332 -2.66411
35 H -0.26769 -3.31975 -1.52327
36 H 0.77695 -1.65150 -0.03395
37 H 0.68833 3.01796 -1.69149
38 H -0.07864 1.45294 -1.99069
39 H 1.95544 0.33892 -2.21778
40 H 2.57307 1.95582 -2.61123
41 H 3.04248 0.73827 1.99020
42 H 3.54234 -1.41384 2.97118
43 H 3.99286 -3.38401 1.54625
44 H 3.98093 -3.12030 -0.91458
45 H 3.52318 -0.95442 -1.92245
46 H 3.62218 2.50665 0.89148
47 H 3.05598 3.33834 -0.55957
48 H 1.10944 3.69858 0.69311
49 H 1.39856 2.31060 1.76687

Atom charges from the Löwdin analysis, given in e for atoms 1 to 2: number 1, C, carries -0.108; number 2, O, carries -0.209

=====

Entry 8:
Formula: C20H13F5N6O4SSeTc
Source: the Open Molecules 2025 dataset
Level of theory: the ωB97M-V functional and the def2-TZVPD basis

Results
- spin multiplicity = 4
- orbital gap (alpha / beta) (eV) = 6.82 / 6.01
- LUMO energy (alpha / beta) (eV) = -6.9 / -7.7
- charge = +2
- expectation value of S² = 3.780

Cartesian coordinates (Å):
1 Tc -0.26129 -0.34360 0.03814
2 O 4.23975 -0.51093 1.40642
3 C 2.94088 -0.77403 1.46170
4 O 2.13568 -0.19862 2.13869
5 C 2.55726 -1.93948 0.59309
6 C 3.46919 -2.96162 0.36714
7 C 3.04415 -4.12219 -0.25632
8 C 1.71173 -4.22974 -0.61098
9 C 0.86753 -3.16003 -0.36925
10 N 1.28029 -2.01214 0.19760
11 C -0.58947 -3.15320 -0.66080
12 O -1.22125 -4.20434 -1.10015
13 O -1.22843 -2.12935 -0.45866
14 H 4.47071 0.16111 2.06794
15 H 4.49123 -2.84542 0.69749
16 H 3.73224 -4.93599 -0.43963
17 H 1.35412 -5.14003 -1.07456
18 H -0.68365 -5.00502 -1.17132
19 S -2.02527 0.93020 -0.77536
20 C -1.27246 0.54831 -2.31505
21 C -1.72318 0.84111 -3.58973
22 C -0.93947 0.43030 -4.65611
23 C 0.24817 -0.25980 -4.42463
24 C 0.62312 -0.52623 -3.12644
25 N -0.12521 -0.12318 -2.09202
26 H -2.65284 1.37316 -3.73210
27 H -1.25056 0.64516 -5.66975
28 H 0.87140 -0.58471 -5.24498
29 H 1.53757 -1.05951 -2.89586
30 N 3.37393 4.02286 -0.26328
31 C 2.51146 4.32325 0.71462
32 N 2.65567 5.45473 1.39129
33 N 1.49376 3.54114 1.06775
34 C 1.22378 2.38549 0.60684
35 N 0.84078 1.34371 0.24759
36 H 4.08680 4.67468 -0.54584
37 H 3.20499 3.23458 -0.86228
38 H 3.37813 6.12192 1.18154
39 H 2.00994 5.66110 2.13563
40 F -6.88383 0.95535 2.66563
41 C -5.59904 0.67427 2.58750
42 C -5.17200 -0.40145 1.82517
43 F -6.05540 -1.15039 1.17948
44 C -3.82265 -0.68782 1.74028
45 F -3.45179 -1.73355 1.01376
46 C -2.87440 0.08705 2.39898
47 Se -0.98268 -0.23595 2.38150
48 C -3.33127 1.15417 3.16645
49 F -2.45235 1.91725 3.81282
50 C -4.67531 1.45761 3.26334
51 F -5.08048 2.48982 3.98671

Atom charges from the Löwdin analysis, given in e for atoms 1 to 2: number 1, Tc, carries 1.073; number 2, O, carries 0.157

=====

Number 1: DFT total energy -111961.897 eV. Number 2: DFT total energy -28813.899 eV. Number 3: DFT total energy -8368.697 eV. Number 4: DFT total energy -90103.042 eV. Number 5: DFT total energy -55681.436 eV. Number 6: DFT total energy -85542.887 eV. Number 7: DFT total energy -39039.766 eV. Number 8: DFT total energy -130036.362 eV.